[1]
DFT (the ωB97M-V functional and the def2-TZVPD basis) results for one molecule with the formula C20H33N3O4S.

The geometry in XYZ format:
```
61
Properties=species:S:1:pos:R:3:forces:R:3
S -1.9499 4.2809 0.2000 -0.04 0.01 -0.04
O -1.2358 1.1178 1.1843 0.00 0.00 -0.01
O 3.0331 0.3847 -0.8094 0.00 0.00 0.00
O -2.7575 5.3199 0.7640 0.00 -0.02 0.00
O -1.6332 4.2493 -1.2013 0.01 0.00 0.02
N -1.9827 0.9863 -0.9455 -0.04 -0.01 0.01
N 1.2446 -0.7262 -1.6330 -0.01 0.00 0.01
N -0.5612 4.2614 1.0128 0.01 0.00 0.02
C 0.6542 3.5661 0.5772 0.00 0.00 -0.01
C 3.2220 -2.5086 0.3631 -0.01 0.01 -0.01
C -0.1250 -1.8532 2.0481 0.00 0.00 0.00
C -2.8251 2.7524 0.5542 0.02 0.02 0.02
C -2.3787 -2.9752 1.9515 0.00 0.00 0.00
C -3.2389 -2.0097 1.1338 0.00 0.00 0.01
C 0.3525 0.4146 -1.4882 -0.01 0.01 -0.02
C 1.2065 -1.7496 1.6748 0.00 0.00 0.00
C 1.7887 -2.6814 0.8215 0.00 0.00 0.00
C -0.9206 -2.8931 1.5776 0.00 -0.01 -0.01
C 0.4202 1.3341 -2.6999 -0.01 0.00 0.00
C 2.5227 -0.6618 -1.1735 0.02 0.00 0.01
C -2.8770 1.4284 -2.0111 0.05 0.01 -0.03
C 0.9923 -3.7204 0.3468 0.00 0.00 0.00
C 3.2555 -1.9830 -1.0855 -0.01 -0.01 0.00
C -1.0548 -0.1073 -1.2033 0.02 0.01 0.01
C 1.8787 4.4416 0.7679 0.01 0.00 0.01
C -0.3412 -3.8231 0.7194 0.00 0.01 0.00
C 4.0499 -3.7843 0.4880 0.00 0.00 0.00
C -1.9549 1.5393 0.2874 0.01 -0.02 0.01
H 0.8378 -1.6434 -1.7287 0.00 0.00 0.00
H -0.2104 2.2148 -2.5608 0.01 0.00 0.00
H 1.8024 -0.9202 2.0393 0.00 0.00 0.00
H 3.6735 -4.5713 -0.1683 0.00 0.00 0.00
H 4.2882 -1.8147 -1.3917 0.00 0.00 0.00
H -3.7421 2.7986 -0.0295 0.00 0.01 0.00
H -2.5005 1.0417 -2.9547 -0.01 -0.01 0.01
H 0.5215 3.3353 -0.4788 0.00 0.00 0.00
H -1.0198 -0.7621 -0.3317 0.00 0.00 0.00
H -1.4336 -0.6789 -2.0545 0.00 0.00 0.00
H -2.4922 -2.7466 3.0137 0.00 0.00 0.00
H 1.4465 1.6696 -2.8458 0.00 0.00 0.00
H 4.0291 -4.1622 1.5105 0.00 0.00 0.00
H -0.5569 -1.0998 2.6961 0.00 0.00 0.00
H 2.8124 -2.7262 -1.7545 0.00 0.00 0.00
H 0.6835 0.9635 -0.6053 0.01 -0.01 0.00
H 5.0882 -3.5935 0.2128 0.00 0.00 0.00
H 0.7554 2.6235 1.1162 0.00 0.00 0.00
H -3.8918 1.0494 -1.8665 0.00 0.00 0.01
H -0.6553 4.5031 1.9881 0.01 0.00 0.00
H 2.7682 3.8995 0.4462 0.00 0.00 0.00
H -2.8865 2.5123 -2.0908 -0.01 -0.01 0.00
H 0.0984 0.8093 -3.6033 0.00 0.00 0.00
H -0.9395 -4.6459 0.3432 0.00 0.00 0.00
H -4.2883 -2.0748 1.4250 0.00 0.00 0.00
H -3.1678 -2.2369 0.0677 0.00 0.00 0.00
H 1.4125 -4.4662 -0.3189 0.00 0.00 0.00
H -3.0611 2.7692 1.6155 0.00 0.00 0.00
H 3.6758 -1.7362 0.9893 0.00 0.00 0.00
H -2.9026 -0.9821 1.2832 0.00 0.00 0.00
H -2.7340 -3.9981 1.8094 0.00 0.00 0.00
H 2.0106 4.7093 1.8182 0.00 0.00 0.00
H 1.7940 5.3598 0.1874 0.00 0.00 0.00
```
Positions in Å, forces in eV/Å.

F_max: 0.1 eV Å⁻¹
SMILES string: CCNS(=O)(=O)CC(=O)N(C)C[C@H](C)NC(=O)C[C@H](C)c1ccc(CC)cc1
E_tot: -1645.37041 Ha
E_HOMO: -8.9494 eV
orbital gap: 9.554 eV
LUMO: 0.604 eV

Atom charges from the Löwdin analysis, given in e for atoms 1 to 4: 0.5939, 0.0408, 0.0616, -0.2879

[2]
DFT (the ωB97M-V functional and the def2-TZVPD basis) results for a 15-piece molecular cluster, C4H28BO22 overall.

The geometry in XYZ format:
```
55
Properties=species:S:1:pos:R:3:forces:R:3
O -5.2929 19.8392 -5.9765 -0.11 0.01 0.00
O -8.5988 21.5594 -8.0098 0.19 -0.05 0.10
O -11.0281 20.2079 -9.2360 0.01 -0.14 -0.14
O -6.4228 22.1330 -7.9127 0.17 -0.50 0.31
O -7.5134 26.9002 -10.5074 -0.06 0.15 0.06
O 0.2684 24.8881 -8.0227 0.08 -0.04 0.05
O -2.2237 23.2850 -8.7004 -0.16 0.32 -0.06
O -9.3225 19.9822 -5.4523 0.02 0.00 0.05
O -6.5890 24.2384 -8.8964 -0.08 0.11 0.66
O -11.7949 23.9578 -9.6728 -0.06 0.27 -0.04
O -6.4894 22.7233 -4.5519 -0.09 0.03 0.05
O -2.8768 23.9213 -3.0745 -0.20 0.00 0.31
O -9.8188 26.8318 -12.1884 -0.19 -0.05 -0.22
O -5.1235 23.8872 -6.9181 -0.21 0.55 0.17
O -3.0718 24.3319 -6.1015 -0.13 0.28 -0.09
O -10.3976 26.2854 -6.9500 0.01 0.08 0.02
O -0.9689 22.3677 -4.5214 0.17 -0.39 -0.19
O -0.8621 21.0105 -10.2087 0.01 -0.12 -0.09
O -2.3079 24.2841 -11.4046 0.04 0.18 0.05
O -4.4569 23.1069 -9.0115 0.32 -0.07 -0.01
O -5.6640 22.5216 -11.9698 -0.14 -0.07 -0.09
O -8.8015 24.2083 -9.3024 0.00 0.20 0.10
C -3.8117 24.0118 -6.9842 0.60 -0.58 0.06
C -7.8057 23.7326 -8.8328 0.15 -0.37 -0.43
C -7.6936 22.3253 -8.1789 -0.33 0.46 -0.31
C -3.3661 23.4608 -8.3662 -0.36 -0.34 0.47
B -5.6447 23.3472 -8.1708 -0.10 0.13 -0.83
H -2.1654 24.0087 -10.4876 0.04 -0.14 -0.20
H -11.4210 20.1858 -8.3590 0.01 0.05 0.03
H -6.1100 21.7933 -11.5276 0.00 -0.03 0.00
H -9.6457 26.2324 -11.4562 0.02 0.14 0.14
H -0.6519 20.1114 -9.9420 0.04 0.01 0.02
H -9.1172 20.7926 -5.9333 -0.01 -0.07 -0.10
H -0.4499 24.2704 -7.8390 -0.08 0.07 -0.05
H -10.5890 26.4649 -12.6324 -0.01 -0.03 0.02
H -11.7851 23.6624 -10.5869 0.01 -0.12 0.02
H -10.1415 20.5537 -9.0830 -0.05 0.10 0.11
H -0.0949 25.4812 -8.6863 -0.02 -0.02 -0.03
H -5.9717 23.3247 -5.0989 -0.04 -0.02 -0.09
H -7.6506 25.9747 -10.7324 0.19 -0.07 0.05
H -10.9189 26.5007 -7.7298 -0.03 -0.07 -0.03
H -2.5098 24.6824 -3.5343 0.05 -0.10 -0.17
H -3.8231 23.9648 -3.2457 -0.02 -0.04 -0.04
H -10.8658 24.1006 -9.4538 0.08 -0.17 0.08
H -6.4495 21.8888 -5.0319 0.21 -0.10 0.03
H -1.3640 22.6596 -5.3487 -0.01 0.16 0.03
H -4.4258 19.4954 -6.2089 0.03 0.03 0.04
H -0.4021 21.5742 -9.5785 -0.10 0.09 0.01
H -8.6282 19.9056 -4.7913 0.00 0.02 0.02
H -7.1786 26.8741 -9.6066 0.07 -0.11 -0.01
H -9.4928 26.2450 -7.2729 0.00 -0.03 -0.04
H -4.7296 22.3121 -11.8887 0.03 0.07 0.13
H -1.7225 22.2850 -3.9265 -0.03 0.32 0.09
H -5.8111 19.7753 -6.7862 -0.02 0.08 -0.02
H -2.5846 23.4805 -11.8504 0.08 -0.05 -0.02
```
Positions in Å, forces in eV/Å.

net charge: -1
F_max: 0.8 eV Å⁻¹
E_tot: -1849.71251 Ha
E_HOMO: -8.8547 eV
orbital gap: 10.697 eV
LUMO: 1.842 eV

Atom charges from the Löwdin analysis, given in e for atoms 1 to 4: -0.0442, 0.1493, -0.0654, 0.2380

[3]
DFT (the ωB97M-V functional and the def2-TZVPD basis) results for one molecule with the formula C5H5ClS.

The geometry in XYZ format:
```
12
Properties=species:S:1:pos:R:3:forces:R:3
Cl -2.4723 -0.2965 -0.0464 -1.09 -0.01 0.15
S 1.7308 -1.0707 0.0080 0.82 -0.21 0.32
C 1.0985 1.5967 -0.0715 1.14 -2.08 0.71
C 0.0371 -0.9680 0.0207 -0.45 -0.19 0.51
C 2.0454 0.5907 0.0175 -0.20 3.15 -1.86
C -0.8170 0.0491 0.0855 1.72 0.49 0.19
C -0.4209 1.5417 0.0911 -0.42 -1.50 -0.07
H -0.2330 -1.9855 0.0718 -1.39 -0.92 -0.24
H -0.7620 2.0532 1.0643 0.24 -0.57 -1.66
H 3.0895 0.8786 -0.3261 -1.28 -0.38 1.02
H -1.0085 1.8409 -0.8336 0.91 0.87 1.21
H 1.5904 2.5215 -0.1755 0.00 1.36 -0.26
```
Positions in Å, forces in eV/Å.

F_max: 3.7 eV Å⁻¹
SMILES string: ClC1=CSC=CC1
E_tot: -1051.83877 Ha
E_HOMO: -7.9468 eV
orbital gap: 8.725 eV
LUMO: 0.779 eV

Atom charges from the Löwdin analysis, given in e for atoms 1 to 4: 0.6984, 0.9485, -0.1460, -0.5063